Molecular formula: C33H52N4O4P3S2Ti
Method: DFT, ωB97M-V/def2-TZVPD

Last column: Mulliken charge in e.
Positions of all 99 atoms, in Å:
Ti  0.063  -0.530  0.663  0.897
C  -4.657  -3.722  2.686  -0.912
C  -3.573  -3.570  3.739  -0.444
O  -2.280  -3.610  3.157  -0.202
P  -1.500  -2.146  2.945  0.085
S  0.710  0.385  2.516  -0.652
S  -2.036  -1.630  0.999  -0.470
O  -0.027  -2.791  2.603  0.092
C  0.889  -2.974  3.687  -0.157
C  1.462  -4.372  3.610  -1.078
H  -5.646  -3.712  3.151  0.395
H  -4.529  -4.662  2.148  0.235
H  -4.594  -2.906  1.965  0.178
H  -3.623  -4.387  4.464  0.318
H  -3.709  -2.629  4.289  0.380
H  0.378  -2.806  4.640  0.501
H  1.665  -2.214  3.590  0.050
H  0.671  -5.119  3.683  0.382
H  2.177  -4.528  4.422  0.371
H  1.982  -4.512  2.660  0.051
O  2.265  -0.385  -2.485  -0.781
C  2.142  -0.707  -1.321  0.555
O  1.120  -1.355  -0.821  -0.665
C  3.233  -0.375  -0.296  -0.868
P  3.198  -1.658  1.041  1.035
C  4.513  -1.067  2.173  0.335
C  5.354  -1.970  2.830  -0.675
C  6.247  -1.538  3.799  -0.586
C  6.310  -0.194  4.141  -0.441
C  5.464  0.708  3.514  -0.651
C  4.569  0.277  2.544  -0.383
C  4.053  -3.017  0.136  0.075
C  3.285  -4.138  -0.173  -0.299
C  3.828  -5.195  -0.892  -0.699
C  5.151  -5.143  -1.305  -0.404
C  5.926  -4.030  -1.004  -0.740
C  5.379  -2.973  -0.293  -0.288
H  2.973  0.592  0.143  0.385
H  4.201  -0.287  -0.789  0.549
H  5.310  -3.022  2.574  0.425
H  6.894  -2.256  4.290  0.377
H  7.007  0.144  4.898  0.358
H  5.488  1.756  3.788  0.396
H  3.885  0.988  2.097  0.212
H  2.249  -4.165  0.147  0.410
H  3.217  -6.057  -1.131  0.411
H  5.579  -5.967  -1.864  0.361
H  6.958  -3.986  -1.331  0.376
H  5.989  -2.107  -0.061  0.375
N  -0.430  0.915  -0.328  0.522
P  -1.522  1.689  -1.081  -2.462
N  -1.005  3.177  -1.680  0.778
C  0.198  3.108  -2.515  -0.647
C  0.190  4.282  -3.502  -0.894
C  -0.504  5.498  -2.871  -0.700
C  -0.257  5.499  -1.366  -0.910
C  -0.940  4.284  -0.719  -0.513
N  -2.064  0.938  -2.465  1.120
C  -1.679  -0.476  -2.663  0.264
C  -2.495  -1.069  -3.802  -1.171
C  -2.196  -0.361  -5.130  -0.752
C  -1.889  1.128  -4.899  -0.759
C  -2.587  1.630  -3.640  -0.956
N  -2.827  2.062  -0.134  0.680
C  -2.722  2.028  1.331  -0.508
C  -3.437  3.229  1.938  -0.657
C  -4.921  3.278  1.511  -0.604
C  -5.203  2.319  0.351  -1.112
C  -4.118  2.410  -0.712  -0.188
H  0.227  2.148  -3.030  0.189
H  1.095  3.131  -1.886  0.496
H  -0.320  3.998  -4.426  0.224
H  1.221  4.532  -3.768  0.455
H  -1.581  5.443  -3.050  0.267
H  -0.149  6.424  -3.328  0.436
H  -0.629  6.414  -0.900  0.464
H  0.820  5.466  -1.181  0.341
H  -1.962  4.541  -0.434  0.148
H  -0.402  3.995  0.194  0.336
H  -1.868  -1.031  -1.746  -0.118
H  -0.607  -0.564  -2.871  0.100
H  -3.557  -0.978  -3.555  0.300
H  -2.278  -2.135  -3.877  0.452
H  -3.050  -0.469  -5.804  0.342
H  -1.343  -0.837  -5.619  0.338
H  -2.197  1.728  -5.759  0.542
H  -0.813  1.271  -4.775  0.179
H  -3.670  1.469  -3.744  0.506
H  -2.433  2.700  -3.509  0.446
H  -1.668  2.015  1.606  0.064
H  -3.142  1.098  1.724  0.380
H  -2.924  4.140  1.622  0.162
H  -3.346  3.178  3.025  0.412
H  -5.184  4.294  1.202  0.312
H  -5.572  3.031  2.352  0.311
H  -6.173  2.541  -0.099  0.479
H  -5.246  1.290  0.715  0.302
H  -4.105  3.430  -1.130  0.238
H  -4.346  1.729  -1.535  0.190

Output
HOMO in Eh: -0.163
Frontier orbital gap in eV: 7.0
E_tot in eV: -121876.52565
Charge: -1



Molecular formula: C33H53N2O2P2PdS
Method: DFT, ωB97M-V/def2-TZVPD

Last column: Löwdin spin population.
Positions of all 94 atoms, in Å:
C  -0.637  2.786  0.980  0.037
C  -0.965  1.124  2.613  0.029
C  -1.288  3.744  1.760  0.150
C  -1.481  2.105  3.509  0.150
C  -1.649  3.406  3.071  -0.010
H  -1.464  4.723  1.326  0.007
H  -1.763  1.776  4.507  0.006
H  -2.066  4.167  3.726  -0.003
N  -0.400  1.567  1.450  0.266
P  1.272  2.034  -0.868  0.273
P  -0.605  -1.570  1.770  0.484
C  -0.243  3.033  -0.466  0.030
H  -1.061  2.690  -1.121  -0.001
H  -0.115  4.103  -0.663  0.005
C  -1.107  -0.258  2.825  0.470
H  -1.475  -0.542  3.820  0.025
C  -2.359  -2.393  1.638  0.071
C  0.537  -2.812  2.674  0.120
C  1.294  2.028  -2.747  0.046
C  2.629  3.129  -0.124  0.038
C  -2.401  -3.033  0.245  0.011
H  -1.618  -3.794  0.121  0.001
H  -3.378  -3.521  0.113  0.002
H  -2.280  -2.285  -0.545  0.000
C  -2.672  -3.447  2.713  0.023
H  -2.009  -4.317  2.711  0.000
H  -2.694  -3.005  3.718  0.000
H  -3.688  -3.822  2.510  0.005
C  -3.467  -1.344  1.804  0.016
H  -4.430  -1.814  1.555  0.002
H  -3.524  -0.986  2.839  0.004
H  -3.341  -0.478  1.152  0.002
C  0.516  -4.130  1.870  0.008
H  0.851  -3.953  0.837  0.002
H  1.211  -4.841  2.342  0.004
H  -0.470  -4.605  1.833  0.000
C  1.975  -2.284  2.666  0.009
H  2.345  -2.165  1.641  0.005
H  2.056  -1.320  3.183  0.001
H  2.622  -3.009  3.185  0.000
C  0.154  -3.010  4.145  0.042
H  -0.812  -3.498  4.291  0.000
H  0.917  -3.656  4.605  0.012
H  0.155  -2.052  4.680  0.003
C  3.982  2.803  -0.776  0.001
H  4.757  3.365  -0.232  0.001
H  4.229  1.736  -0.690  0.000
H  4.037  3.115  -1.827  0.000
C  2.738  2.822  1.379  0.001
H  1.822  3.084  1.920  0.000
H  2.972  1.765  1.557  0.000
H  3.559  3.428  1.792  0.000
C  2.325  4.628  -0.283  0.018
H  3.204  5.187  0.072  0.004
H  2.146  4.922  -1.324  0.000
H  1.471  4.942  0.330  0.001
C  -0.034  1.458  -3.273  0.001
H  -0.880  2.129  -3.081  0.000
H  0.050  1.331  -4.363  0.000
H  -0.259  0.480  -2.831  0.001
C  2.429  1.108  -3.226  0.002
H  2.311  0.087  -2.839  0.000
H  2.394  1.061  -4.325  0.000
H  3.424  1.471  -2.941  0.000
C  1.494  3.444  -3.304  0.023
H  0.715  4.138  -2.960  0.001
H  2.484  3.858  -3.071  0.000
H  1.421  3.387  -4.401  0.006
Pd  0.693  -0.012  0.237  1.141
C  2.592  -0.585  0.000  0.106
O  3.757  -0.523  0.062  0.005
N  -1.149  -0.117  -0.506  0.135
C  -2.285  0.201  -0.629  0.051
C  -3.492  0.365  -1.404  0.008
C  -3.538  -0.101  -2.735  0.008
C  -4.645  0.933  -0.824  0.008
C  -4.723  -0.011  -3.469  0.000
H  -2.639  -0.549  -3.173  0.000
C  -5.832  0.997  -1.559  0.001
H  -4.592  1.305  0.202  0.000
C  -5.873  0.521  -2.874  0.012
H  -4.747  -0.364  -4.503  0.000
H  -6.730  1.418  -1.099  0.000
H  -6.805  0.564  -3.440  0.000
C  4.436  -3.385  -1.006  0.000
S  3.319  -2.419  -2.044  0.008
C  2.676  -3.730  -3.067  0.007
O  2.098  -2.112  -1.112  0.102
H  5.132  -3.907  -1.674  0.000
H  3.841  -4.101  -0.426  0.000
H  4.988  -2.703  -0.350  0.000
H  1.919  -4.269  -2.491  0.000
H  2.231  -3.260  -3.949  0.000
H  3.504  -4.374  -3.369  0.001

Output
HOMO (alpha / beta) in Eh: -0.570 / -0.629
Frontier orbital gap (alpha / beta) in eV: 7.8 / 4.8
E_tot in eV: -75019.46458
2S+1: 5
Charge: +3